(1)
The following is a quantum chemistry calculation of 2 unconnected molecules or ions with the total composition C2H5F2N at a distorted geometry, from the Open Molecules 2025 dataset.

Calculated values
Energy relative to the best compared isomer or geometry (same formula, charge and spin)   71.0 kcal/mol
F_max   5.3 eV Å⁻¹
Lowest unoccupied orbital energy   0.882 eV
HOMO   -9.083 eV

```
! wB97M-V def2-TZVPD RIJCOSX def2/J DEFGRID3
* xyz 0 1
C 0.805 0.825 -0.129
C -0.540 0.108 0.050
N -0.507 -1.208 -0.472
F 1.776 -0.109 -0.167
F -1.627 0.863 -0.266
H 0.975 1.611 0.731
H 0.634 1.304 -1.165
H -0.643 0.072 1.727
H 0.441 -1.650 -0.287
H -1.312 -1.815 -0.021
*
```

(2)
The following is a quantum chemistry calculation of a single C3H9N5 molecule at a distorted geometry, from the Open Molecules 2025 dataset.

Calculated values
Energy relative to the best compared isomer or geometry (same formula, charge and spin)   61.9 kcal/mol
F_max   3.3 eV Å⁻¹
Lowest unoccupied orbital energy   0.595 eV
SMILES   [H]/N=C\NN(C)/C(N)=N\[H]
HOMO   -9.156 eV

```
! wB97M-V def2-TZVPD RIJCOSX def2/J DEFGRID3
* xyz 0 1
H -1.624 -0.220 -1.665
N -2.426 -0.503 -1.108
C -2.140 -0.595 0.104
N -0.959 -0.349 0.735
N 0.066 0.174 0.073
C 0.092 1.683 -0.032
C 1.142 -0.651 -0.131
N 2.359 -0.071 -0.548
N 1.139 -1.931 0.024
H 0.145 -2.163 0.259
H -2.792 -0.941 0.876
H -0.926 -0.398 1.819
H -0.940 2.086 -0.486
H 0.174 2.270 1.071
H 0.986 1.966 -0.615
H 2.765 0.529 0.297
H 2.939 -0.885 -0.673
*
```

(3)
The following is a quantum chemistry calculation of a molecular structure, C25H43BrMgN2P2 at a distorted geometry, from the Open Molecules 2025 dataset.

Calculated values
Energy relative to the best compared isomer or geometry (same formula, charge and spin)   0.0 kcal/mol
F_max   3.6 eV Å⁻¹
Lowest unoccupied orbital energy (spin up / spin down)   -9.164 / -8.041 eV
HOMO (spin up / spin down)   -12.312 / -12.310 eV

```
! wB97M-V def2-TZVPD RIJCOSX def2/J DEFGRID3
* xyz 2 1
N -7.107 5.495 -4.827
C -6.911 6.109 -3.664
C -6.077 5.579 -2.673
C -5.418 4.349 -2.914
C -5.687 3.701 -4.149
C -6.510 4.337 -5.088
C -4.481 3.776 -1.962
Mg 0.143 0.209 1.934
P 6.015 -0.931 0.862
C -3.679 2.725 -2.274
C -2.759 2.153 -1.339
C -1.577 1.529 -1.794
C -0.593 1.137 -0.872
C -0.855 1.317 0.468
C -1.982 1.938 0.956
C -2.979 2.304 0.041
Br 2.361 0.140 2.975
H -4.389 4.267 -0.984
H -3.620 2.335 -3.288
H -5.945 6.132 -1.747
H -5.264 2.728 -4.393
H -7.439 7.052 -3.509
H -6.687 3.872 -6.058
H -1.425 1.408 -2.870
H -3.918 2.743 0.374
H 0.345 0.709 -1.221
H -2.133 2.156 2.014
P -0.535 -2.061 0.979
C 5.435 0.808 1.110
C 6.523 1.802 0.681
H 5.167 0.937 2.169
H 4.515 0.948 0.525
H 6.305 2.800 1.075
H 7.507 1.492 1.053
H 6.569 1.881 -0.412
C 5.260 -1.344 -0.767
C 5.972 -2.511 -1.456
H 5.340 -0.432 -1.377
H 4.197 -1.563 -0.595
H 5.652 -2.568 -2.501
H 7.060 -2.374 -1.445
H 5.736 -3.469 -0.981
C 5.054 -1.971 2.038
C 5.795 -2.103 3.368
H 4.906 -2.955 1.571
H 4.077 -1.484 2.191
H 5.250 -2.777 4.034
H 6.807 -2.501 3.230
H 5.860 -1.132 3.869
C -0.402 -3.461 2.173
C -1.503 -4.519 2.234
H -0.306 -2.971 3.157
H 0.568 -3.937 1.966
H -2.431 -4.121 2.664
H -1.718 -4.967 1.256
H -1.165 -5.328 2.895
C 0.621 -2.535 -0.372
C 0.099 -2.459 -1.808
H 0.959 -3.558 -0.142
H 1.488 -1.861 -0.251
H -0.659 -3.229 -2.001
H -0.336 -1.480 -2.042
H 0.933 -2.625 -2.501
C -2.194 -2.113 0.219
C -3.311 -1.627 1.142
H -2.383 -3.133 -0.145
H -2.146 -1.459 -0.665
H -4.060 -1.093 0.549
H -3.810 -2.459 1.649
H -2.963 -0.921 1.909
N -1.159 0.283 3.683
H -0.606 -0.183 4.407
H -2.073 -0.176 3.660
H -1.319 1.241 4.007
*
```

(4)
The following is a quantum chemistry calculation of 2 unconnected molecules or ions with the total composition F2OS, from the Open Molecules 2025 dataset.

Calculated values
Energy relative to the best compared isomer or geometry (same formula, charge and spin)   117.9 kcal/mol
F_max   1.0 eV Å⁻¹
Lowest unoccupied orbital energy (spin up / spin down)   -2.491 / -2.593 eV
HOMO (spin up / spin down)   -10.125 / -10.118 eV

```
! wB97M-V def2-TZVPD RIJCOSX def2/J DEFGRID3
* xyz 0 1
O -2.237 0.489 -0.881
F 1.406 0.341 -0.645
F 0.593 -1.139 1.066
S 0.237 0.309 0.460
*
```

(5)
The following is a quantum chemistry calculation of a molecular structure, C14H24N3O3S2Y, from the Open Molecules 2025 dataset.

Calculated values
Energy relative to the best compared isomer or geometry (same formula, charge and spin)   28.1 kcal/mol
F_max   0.8 eV Å⁻¹
Lowest unoccupied orbital energy   -6.066 eV
HOMO   -14.197 eV

```
! wB97M-V def2-TZVPD RIJCOSX def2/J DEFGRID3
* xyz 2 1
Y -0.035 0.194 0.967
C 3.487 2.905 1.848
O 2.282 2.094 1.889
C 2.030 1.254 0.872
O 2.761 1.144 -0.098
H 3.228 3.861 2.293
H 3.820 3.032 0.822
H 4.257 2.411 2.435
N -0.427 -1.281 2.840
H -1.075 -0.893 3.527
H 0.425 -1.492 3.360
H -0.813 -2.187 2.573
C -1.321 3.887 -1.656
N -2.468 3.158 -1.144
C -3.698 3.031 -1.939
C -4.671 2.357 -0.960
N -3.760 1.888 0.097
C -2.567 2.499 -0.012
S -1.365 2.480 1.229
H -1.076 3.511 -2.649
H -0.476 3.746 -0.988
H -1.564 4.947 -1.721
H -3.496 2.421 -2.821
H -4.034 4.014 -2.263
H -5.204 1.524 -1.410
H -5.392 3.064 -0.549
H -4.091 1.670 1.024
C 2.565 -4.772 1.966
C 1.823 -3.917 0.987
C 0.697 -4.404 0.324
C 0.026 -3.639 -0.621
C 0.504 -2.370 -0.922
C 1.634 -1.856 -0.282
C 2.271 -2.624 0.683
S -0.433 -1.335 -2.004
C 0.802 -0.747 -3.144
O -0.718 -0.100 -1.099
H 1.888 -5.392 2.552
H 3.177 -4.177 2.642
H 3.235 -5.445 1.426
H 0.337 -5.401 0.542
H -0.850 -4.032 -1.122
H 2.046 -0.875 -0.529
H 3.157 -2.232 1.168
H 1.607 -0.246 -2.609
H 0.304 -0.062 -3.827
H 1.171 -1.611 -3.698
*
```

(6)
The following is a quantum chemistry calculation of 4 unconnected molecules or ions with the total composition C4H14O4 at a distorted geometry, from the Open Molecules 2025 dataset.

Calculated values
Energy relative to the best compared isomer or geometry (same formula, charge and spin)   159.9 kcal/mol
F_max   5.0 eV Å⁻¹
Lowest unoccupied orbital energy   -4.960 eV
HOMO   -8.289 eV

```
! wB97M-V def2-TZVPD RIJCOSX def2/J DEFGRID3
* xyz 0 1
C 1.533 0.243 1.854
O 0.148 2.692 -0.177
C 0.527 -0.346 0.892
C 1.309 -0.830 -0.392
C 0.378 -1.115 -1.512
O 2.347 0.083 -0.829
H 1.923 -0.536 2.532
H 1.346 1.244 2.256
H 0.435 2.139 0.544
H 0.093 -1.232 1.400
H -0.321 0.304 0.709
H 1.726 -1.792 -0.056
H 1.109 -1.374 -2.316
H -0.316 -1.959 -1.355
H -0.233 -0.219 -1.762
H 2.501 0.447 0.051
H -2.435 -0.262 -0.046
H -2.939 1.457 -0.886
O -2.132 0.962 -1.077
H -0.676 2.310 -0.533
H -3.602 -1.184 0.169
O -2.723 -1.033 0.535
*
```

(7)
The following is a quantum chemistry calculation of 7 unconnected molecules or ions with the total composition C16H45ClNO7, from the Open Molecules 2025 dataset.

Calculated values
F_max   0.4 eV Å⁻¹
Lowest unoccupied orbital energy   -3.035 eV
HOMO   -11.606 eV

```
! wB97M-V def2-TZVPD RIJCOSX def2/J DEFGRID3
* xyz 1 1
O 0.421 -0.687 2.564
C 1.179 -0.429 3.674
C 0.648 -0.953 5.011
C 1.825 -0.706 5.943
N 3.068 -0.812 5.020
C 2.567 -1.081 3.615
Cl 2.527 -2.817 3.367
H 0.069 0.132 2.136
H 1.394 0.646 3.816
H -0.257 -0.443 5.332
H 0.443 -2.020 4.921
H 1.842 0.298 6.360
H 1.933 -1.432 6.744
H 3.711 -1.549 5.310
H 3.588 0.064 5.044
H 3.257 -0.672 2.880
C -0.027 -2.344 -0.385
C 0.436 -3.752 -0.692
O 1.617 -4.120 0.021
H 0.760 -1.623 -0.611
H -0.909 -2.097 -0.979
H -0.288 -2.240 0.669
H 0.704 -3.855 -1.744
H -0.362 -4.472 -0.487
H 1.458 -4.056 0.968
C 3.190 -1.686 -1.999
C 4.361 -2.349 -1.303
O 4.107 -2.614 0.079
H 2.936 -0.743 -1.511
H 3.437 -1.484 -3.043
H 2.312 -2.334 -1.975
H 5.237 -1.705 -1.329
H 4.626 -3.276 -1.818
H 3.345 -3.210 0.109
C -1.714 3.222 0.174
C -0.697 2.107 0.202
O -0.936 1.204 1.299
H -1.693 3.797 1.100
H -1.512 3.898 -0.658
H -2.717 2.810 0.038
H 0.314 2.483 0.353
H -0.712 1.543 -0.734
H -1.820 0.832 1.197
C -5.145 3.845 -2.773
C -4.126 2.726 -2.688
O -4.354 1.872 -1.565
H -5.132 4.442 -1.860
H -4.933 4.499 -3.619
H -6.153 3.444 -2.901
H -3.124 3.130 -2.545
H -4.121 2.140 -3.612
H -5.236 1.498 -1.663
C 5.508 -0.807 -5.856
C 5.983 -0.374 -4.483
O 6.356 -1.473 -3.659
H 4.666 -1.494 -5.770
H 5.197 0.055 -6.448
H 6.307 -1.314 -6.401
H 5.180 0.128 -3.941
H 6.811 0.337 -4.572
H 7.082 -1.939 -4.088
C -6.277 2.121 1.321
C -7.792 2.092 1.273
O -8.287 1.853 -0.040
H -5.890 2.886 0.647
H -5.919 2.327 2.331
H -5.862 1.158 1.007
H -8.199 3.061 1.562
H -8.190 1.348 1.971
H -8.022 0.967 -0.307
*
```

(8)
The following is a quantum chemistry calculation of a single C4H9NO2 molecule at a distorted geometry, from the Open Molecules 2025 dataset.

Calculated values
Energy relative to the best compared isomer or geometry (same formula, charge and spin)   48.8 kcal/mol
F_max   5.8 eV Å⁻¹
Lowest unoccupied orbital energy   0.615 eV
SMILES   C[C@@H](O)CNC=O
HOMO   -10.028 eV

```
! wB97M-V def2-TZVPD RIJCOSX def2/J DEFGRID3
* xyz 0 1
C -0.497 2.121 -0.336
C -0.248 0.682 -0.508
O 1.221 0.697 -1.019
C -0.442 -0.167 0.719
N -0.410 -1.584 0.448
C 0.679 -2.286 0.113
O 1.767 -1.778 -0.096
H -1.213 2.365 0.456
H -0.510 2.882 -1.102
H 0.689 2.237 0.157
H -0.854 0.361 -1.363
H 1.651 -0.111 -0.730
H 0.314 0.070 1.478
H -1.430 0.028 1.152
H -1.235 -2.141 0.587
H 0.519 -3.374 0.043
*
```

(9)
The following is a quantum chemistry calculation of 8 unconnected molecules or ions with the total composition H18NO7, from the Open Molecules 2025 dataset.

Calculated values
Energy relative to the best compared isomer or geometry (same formula, charge and spin)   26.9 kcal/mol
F_max   0.6 eV Å⁻¹
Lowest unoccupied orbital energy   -2.818 eV
HOMO   -14.757 eV

```
! wB97M-V def2-TZVPD RIJCOSX def2/J DEFGRID3
* xyz 1 1
N 0.559 -0.258 -0.659
H -0.479 -0.329 -0.606
H 0.942 -0.956 0.008
H 0.732 0.705 -0.351
H 0.945 -0.399 -1.616
O 0.316 -0.063 2.305
H 0.437 0.412 3.135
H -0.333 -0.750 2.521
O 1.377 2.261 0.807
H 1.350 2.681 1.674
H 2.071 1.598 0.890
O -2.172 -1.385 2.161
H -3.029 -1.755 1.929
H -2.094 -0.598 1.607
O 1.236 -2.737 0.561
H 0.525 -2.985 1.167
H 2.041 -2.796 1.089
O -0.842 2.380 -1.142
H -0.291 2.666 -1.878
H -0.452 2.808 -0.371
O 1.555 -0.150 -3.305
H 0.961 -0.263 -4.055
H 2.210 0.496 -3.595
O -2.231 -0.263 -0.507
H -2.774 -0.918 -0.962
H -2.560 0.598 -0.808
*
```

(10)
The following is a quantum chemistry calculation of 2 unconnected molecules or ions with the total composition C6H8BClF4NO2, from the Open Molecules 2025 dataset.

Calculated values
F_max   0.7 eV Å⁻¹
Lowest unoccupied orbital energy   2.089 eV
HOMO   -7.046 eV

```
! wB97M-V def2-TZVPD RIJCOSX def2/J DEFGRID3
* xyz -1 1
O 3.997 -0.242 0.079
C 3.596 -1.336 -0.107
Cl 4.449 -2.743 0.616
C 2.376 -1.712 -0.892
C 1.115 -1.188 -0.199
C -0.084 -2.119 -0.123
N -1.054 -1.232 0.511
C -0.817 0.099 0.121
O -1.467 1.047 0.450
C 0.429 0.064 -0.761
H 2.500 -1.222 -1.861
H 2.338 -2.786 -1.054
H 1.334 -0.932 0.843
H -0.416 -2.383 -1.140
H 0.066 -3.062 0.402
H -2.016 -1.527 0.556
H 0.059 -0.185 -1.760
H 1.034 0.962 -0.731
B -3.483 4.093 1.011
F -4.319 5.170 1.391
F -4.021 3.481 -0.142
F -2.194 4.588 0.728
F -3.422 3.163 2.064
*
```

(11)
The following is a quantum chemistry calculation of a molecular structure, C11H21BO9SZn at a distorted geometry, from the Open Molecules 2025 dataset.

Calculated values
Energy relative to the best compared isomer or geometry (same formula, charge and spin)   145.2 kcal/mol
F_max   8.8 eV Å⁻¹
Lowest unoccupied orbital energy   -5.723 eV
HOMO   -8.164 eV

```
! wB97M-V def2-TZVPD RIJCOSX def2/J DEFGRID3
* xyz 0 1
C 5.255 -2.824 -0.936
C 5.949 -1.590 -0.089
O 5.153 -0.349 -0.240
C 4.731 0.129 1.109
C 3.743 1.450 1.043
O 2.799 1.244 -0.073
C 1.597 2.100 0.072
C 0.346 1.628 -0.933
O -0.789 1.237 -0.082
C -2.085 1.619 -0.670
C -2.945 0.239 -0.882
C -1.869 -0.966 -1.155
O -1.537 -1.202 -2.453
O -1.187 -1.787 -0.142
O -3.595 0.363 -2.227
B -4.879 -0.422 -2.215
O -5.466 -0.522 -0.834
C -4.306 -0.037 -0.014
S -4.212 -0.808 1.690
C -6.022 -1.105 2.226
O -3.637 0.180 2.772
O -3.534 -2.201 1.744
H 5.489 -3.812 -0.309
H 4.077 -2.665 -0.969
H 5.679 -2.874 -2.033
H 7.039 -1.396 -0.508
H 6.067 -1.879 1.044
H 5.738 0.377 1.692
H 4.233 -0.782 1.666
H 3.146 1.543 2.064
H 4.405 2.414 0.953
H 1.189 1.943 1.162
H 1.928 3.223 -0.149
H 0.737 0.695 -1.538
H 0.149 2.547 -1.632
H -1.987 2.122 -1.747
H -2.657 2.336 0.093
H -5.638 -0.205 -3.112
H -4.600 -1.572 -2.406
H -4.667 1.073 0.222
H -6.187 -0.895 3.366
H -6.232 -2.245 1.968
H -6.759 -0.489 1.519
Zn 5.341 4.168 0.943
*
```

no.,total energy (Ha)
1,-333.588622
2,-393.414912
3,-4544.145410
4,-672.922085
5,-1772.128894
6,-461.501497
7,-1677.951063
8,-363.007690
9,-592.039295
10,-1323.502796
11,-3310.669204